Formula: C2H5O2S2
Source: OMol25
Level of theory: ωB97M-V/def2-TZVPD

Summary:
Frontier orbital gap (eV): 7.0
Charge: -1
Electronic energy (eV): -27920.505
HOMO (eV): -4.1
Energy relative to the best compared isomer or geometry (same formula, charge and spin) (kcal per mole): 49.02
LUMO (eV): 2.9

CARTESIAN COORDINATES (ANGSTROEM)
C (0.784, -0.623, -1.151)
S (-0.003, 0.736, -2.168)
S (-0.390, 2.381, -0.861)
H (1.624, -0.540, -1.868)
H (0.227, -1.616, -1.125)
H (1.104, -0.157, -0.287)
H (-1.621, 2.159, -0.248)
O (-1.236, -0.464, 2.951)
C (-0.442, -0.505, 1.994)
O (0.742, -1.190, 1.947)
H (-0.788, -0.181, 0.818)

---

Formula: C2H5O2Si
Source: OMol25
Level of theory: ωB97M-V/def2-TZVPD

Summary:
Frontier orbital gap (eV): 6.4
Charge: -1
Electronic energy (eV): -14126.445
HOMO (eV): -3.9
Energy relative to the best compared isomer or geometry (same formula, charge and spin) (kcal per mole): 46.46
LUMO (eV): 2.4

CARTESIAN COORDINATES (ANGSTROEM)
C (-2.434, -0.849, 1.023)
C (1.194, 1.019, -0.857)
O (-1.200, -0.742, 0.930)
O (-3.344, -0.028, 1.183)
Si (2.429, 0.368, 0.457)
H (1.460, 0.284, -1.609)
H (0.213, 0.768, -0.428)
H (1.371, 2.065, -1.186)
H (-2.701, -2.092, 0.957)
H (3.013, -0.793, -0.470)

---

Formula: C2H5O3
Source: OMol25
Level of theory: ωB97M-V/def2-TZVPD

Summary:
Frontier orbital gap (eV): 8.9
Charge: -1
Electronic energy (eV): -8299.600
HOMO (eV): -4.4
Energy relative to the best compared isomer or geometry (same formula, charge and spin) (kcal per mole): 1.79
LUMO (eV): 4.5

CARTESIAN COORDINATES (ANGSTROEM)
O (-0.580, -0.561, 1.180)
C (0.173, 0.079, 0.415)
O (1.011, -0.375, -0.389)
C (0.002, 1.620, 0.525)
H (0.677, 2.002, 1.292)
H (-0.989, 1.872, 0.890)
H (0.226, 2.075, -0.441)
H (-0.683, -2.544, -0.714)
H (0.343, -1.681, -1.229)
O (-0.180, -2.488, -1.531)

---

Formula: C2H5O3
Source: OMol25
Level of theory: ωB97M-V/def2-TZVPD

Summary:
Frontier orbital gap (eV): 8.3
Charge: -1
Electronic energy (eV): -8298.706
HOMO (eV): -4.3
Energy relative to the best compared isomer or geometry (same formula, charge and spin) (kcal per mole): 22.40
LUMO (eV): 3.9

CARTESIAN COORDINATES (ANGSTROEM)
C (0.541, -1.582, 2.151)
O (-0.306, -0.526, 1.825)
H (1.399, -1.302, 2.776)
H (-0.021, -2.350, 2.679)
H (1.016, -2.030, 1.271)
O (0.013, 1.000, -2.617)
C (-0.078, 0.481, -1.496)
O (-0.302, 1.055, -0.387)
H (0.045, -0.629, -1.391)
H (0.056, 0.009, 1.078)

---

Formula: C2H5O3Zn
Source: OMol25
Level of theory: ωB97M-V/def2-TZVPD

Summary:
Frontier orbital gap (spin up / spin down) (eV): 10.5 / 9.8
2S+1: 2
Charge: +2
<S²>: 0.754
Electronic energy (eV): -56691.145
HOMO (spin up / spin down) (eV): -21.1 / -21.6
LUMO (spin up / spin down) (eV): -10.6 / -11.8

CARTESIAN COORDINATES (ANGSTROEM)
H (-0.281, -0.014, 3.423)
O (-0.502, -0.282, 1.396)
O (-1.335, 0.056, 0.474)
C (-0.581, 0.577, 2.549)
H (-1.629, 0.885, 2.591)
Zn (-0.970, -0.647, -1.206)
O (0.163, -0.753, -2.628)
C (1.315, -0.461, -2.916)
H (1.675, -0.625, -3.944)
H (0.105, 1.428, 2.401)
H (2.040, -0.165, -2.140)

---

Formula: C2H5O4PS
Source: OMol25
Level of theory: ωB97M-V/def2-TZVPD

Summary:
Frontier orbital gap (eV): 5.2
Charge: -2
Electronic energy (eV): -30469.141
HOMO (eV): 1.0
Energy relative to the best compared isomer or geometry (same formula, charge and spin) (kcal per mole): 51.54
LUMO (eV): 6.2
SMILES: C[P@](=O)([O-])C(O)(O)[S-]

CARTESIAN COORDINATES (ANGSTROEM)
C (1.261, -0.601, 0.036)
C (-2.255, 0.174, -0.175)
O (-2.912, 0.977, 0.772)
O (-0.016, 1.717, -0.794)
O (-0.192, 1.149, 1.656)
O (-2.357, 0.841, -1.353)
P (-0.252, 0.633, 0.248)
S (-2.726, -1.459, -0.025)
H (0.878, -1.383, -0.749)
H (2.235, -0.218, -0.271)
H (1.340, -1.111, 0.970)
H (-1.421, 1.514, -1.418)
H (-2.416, 0.847, 1.668)

---

Calculated max |F| (eV Å⁻¹), listed in the same order as above: 5.0; 2.5; 1.4; 1.0; 1.7; 3.4